Computed, not measured: an isolated molecule of C5H13N2O in a non-equilibrium geometry, with ωB97M-V/def2-TZVPD.

Results
- relative energy (zero: lowest compared OMol25 entry of this formula, charge and spin) (kJ/mol) = 257.20
- largest force on an atom (eV/A) = 4.71
- LUMO (spin up / spin down) (eV) = 1.06 / -1.91
- spin multiplicity = 2
- HOMO-LUMO gap (spin up / spin down) (eV) = 10.07 / 7.03

Each line ends with the Mulliken charge.
Positions of all 21 atoms, in Å:
1 C 0.95 0.41 -0.99  -1.108
2 N 0.86 -0.54 -2.07  -0.324
3 C 1.03 -2.01 -1.45  -0.306
4 O -0.09 -2.63 -1.17  -0.320
5 C -0.04 0.13 0.18  0.328
6 C -1.52 0.14 -0.20  -1.379
7 N 0.30 1.28 1.15  -0.423
8 C -0.54 1.16 2.39  -0.940
9 H 0.74 1.45 -1.25  0.444
10 H 1.97 0.54 -0.57  0.345
11 H 0.03 -0.56 -2.62  0.312
12 H 1.84 -2.60 -2.03  0.339
13 H 1.57 -1.88 -0.50  0.315
14 H 0.43 -0.64 0.76  0.345
15 H -1.92 0.98 -0.72  0.239
16 H -1.63 -0.83 -0.65  0.443
17 H -2.03 0.01 0.77  0.435
18 H 0.08 2.18 0.73  0.269
19 H -0.15 2.01 2.95  0.373
20 H -1.62 1.21 2.37  0.338
21 H -0.28 0.19 2.91  0.275